(1)
{"formula": "C27H29OSi", "method": "the ωB97M-V functional and the def2-TZVPD basis", "total_energy_ev": -38388.8639, "fmax_ha_per_bohr": 0.0458, "charge": 1, "homo_energy_ev": -10.2, "de_lowest_kj_mol": 10.4, "species": ["Si", "O", "C", "C", "C", "C", "C", "C", "C", "C", "C", "C", "C", "C", "C", "C", "C", "C", "C", "C", "C", "C", "C", "C", "C", "C", "C", "C", "C", "H", "H", "H", "H", "H", "H", "H", "H", "H", "H", "H", "H", "H", "H", "H", "H", "H", "H", "H", "H", "H", "H", "H", "H", "H", "H", "H", "H", "H"], "coordinates": [[-2.089, 3.582, 2.665], [-0.596, 3.117, 3.349], [0.161, 0.329, 1.831], [1.495, 0.774, 1.905], [-0.060, 3.335, 8.108], [3.690, -2.112, 0.823], [0.337, 4.683, 8.153], [-1.853, -1.589, -0.672], [-0.362, 2.623, 4.570], [4.948, -1.493, 0.785], [-0.256, -0.502, 0.812], [-1.523, -1.164, 0.640], [0.466, 4.788, 5.725], [2.633, 0.018, 1.478], [-3.981, -2.458, 0.080], [-3.055, -2.221, -0.951], [0.618, 5.395, 6.971], [3.926, 0.622, 1.392], [-2.457, -1.421, 1.678], [-1.407, 3.977, 0.989], [-3.665, -2.066, 1.391], [-3.270, 2.139, 2.657], [5.054, -0.121, 1.069], [2.563, -1.378, 1.177], [-0.680, 1.331, 6.500], [-2.838, 5.007, 3.598], [-0.204, 2.731, 6.862], [-0.626, 1.336, 5.006], [0.020, 3.468, 5.698], [-2.178, 5.885, 3.608], [3.588, -3.174, 0.594], [-2.209, 4.251, 0.292], [6.037, 0.352, 1.050], [1.663, 1.763, 2.342], [-0.037, 0.549, 6.933], [-4.382, -2.252, 2.195], [4.015, 1.691, 1.593], [-0.862, 3.112, 0.587], [-0.822, 0.483, 4.372], [0.472, 5.177, 9.114], [-0.241, 2.789, 9.035], [1.591, -1.872, 1.221], [-2.897, 1.294, 2.061], [-3.068, 4.741, 4.640], [-3.481, 1.782, 3.676], [-3.784, 5.297, 3.112], [-4.940, -2.930, -0.150], [-0.596, 0.728, 2.514], [5.839, -2.084, 0.569], [-2.223, -1.099, 2.698], [-4.217, 2.484, 2.211], [-0.698, 4.813, 1.062], [0.668, 5.275, 4.774], [-3.269, -2.529, -1.974], [-1.127, -1.390, -1.462], [0.416, -0.611, -0.057], [0.954, 6.432, 7.018], [-1.706, 1.167, 6.879]]}

***

(2)
{"formula": "C51H51Br2MnN6O3P", "method": "the ωB97M-V functional and the def2-TZVPD basis", "total_energy_ev": -249489.7213, "spin_multiplicity": 5, "fmax_ha_per_bohr": 0.0113, "charge": 1, "homo_energy_ev": [-9.9, -10.0], "de_lowest_kj_mol": 6.4, "species": ["Br", "Br", "Mn", "P", "O", "O", "O", "N", "N", "N", "N", "N", "N", "C", "C", "C", "C", "C", "C", "C", "C", "C", "C", "C", "C", "C", "C", "C", "C", "C", "C", "C", "C", "C", "C", "C", "C", "C", "C", "C", "C", "C", "C", "C", "C", "C", "C", "C", "C", "C", "C", "C", "C", "C", "C", "C", "C", "C", "C", "C", "C", "C", "C", "C", "H", "H", "H", "H", "H", "H", "H", "H", "H", "H", "H", "H", "H", "H", "H", "H", "H", "H", "H", "H", "H", "H", "H", "H", "H", "H", "H", "H", "H", "H", "H", "H", "H", "H", "H", "H", "H", "H", "H", "H", "H", "H", "H", "H", "H", "H", "H", "H", "H", "H", "H"], "coordinates": [[6.234, 6.174, 3.261], [4.231, 1.199, -5.679], [0.364, -0.897, 0.181], [-0.437, -2.621, 1.747], [1.631, -0.319, 1.419], [0.329, 0.886, -1.126], [2.359, -0.674, -1.123], [1.038, 4.303, 5.802], [-0.669, 3.484, -4.280], [-0.749, 0.885, 1.379], [0.340, 3.376, 5.392], [-0.619, -1.996, -1.046], [-1.135, 2.692, -2.260], [-1.859, -3.988, -1.749], [1.809, -2.839, 3.432], [-2.314, 2.467, 2.254], [0.772, 2.494, 4.343], [-1.599, -3.564, 4.144], [0.119, 1.232, 2.367], [-0.833, -0.076, -6.434], [3.487, 5.452, 3.236], [-3.343, 3.886, -1.998], [-1.793, -4.944, 0.846], [-1.232, -3.216, -0.762], [-1.909, 1.495, 1.320], [2.263, 4.676, 5.146], [1.162, 0.997, -2.193], [0.946, 1.881, -3.248], [-1.232, -3.701, 0.549], [1.868, -4.007, 1.200], [-2.168, 3.529, -2.655], [-1.465, 2.805, 3.270], [-1.889, 4.035, -3.926], [2.285, 0.172, -2.195], [-3.909, 5.246, -3.928], [-2.748, 4.903, -4.590], [1.962, 1.815, 4.360], [1.877, 1.940, -4.289], [-0.685, -1.563, -2.404], [0.265, -1.991, -3.334], [-2.425, -5.205, -1.427], [2.988, 1.129, -4.261], [2.308, 4.996, 3.795], [-2.400, -5.718, -0.128], [-1.745, -0.741, -2.804], [1.295, -3.024, -2.974], [-1.519, -1.081, 3.912], [2.271, 0.847, 3.386], [-1.642, -2.399, 3.149], [3.212, 0.240, -3.214], [3.655, -1.148, -0.753], [-2.859, -0.412, -1.853], [0.205, -1.491, -4.631], [0.993, -3.586, 2.378], [-3.027, -7.045, 0.197], [-1.777, -0.272, -4.108], [4.618, 5.575, 4.033], [-4.203, 4.745, -2.650], [-0.794, -0.614, -5.032], [3.378, 4.858, 5.948], [-0.272, 2.690, -3.252], [-0.194, 2.189, 3.347], [1.377, 0.556, 2.385], [4.572, 5.286, 5.387], [-3.563, -1.245, -1.798], [-2.788, -7.790, -0.561], [-1.891, -3.632, -2.771], [3.308, 4.660, 7.009], [2.115, -3.024, -3.692], [0.547, -4.485, 2.816], [4.086, -0.392, -3.223], [-0.177, 3.631, -5.143], [-4.114, -6.964, 0.246], [-1.454, -0.704, -7.075], [3.540, -1.616, 0.219], [-0.444, 1.539, -1.268], [-1.695, -4.544, 3.686], [-3.289, 2.924, 2.162], [2.741, -4.550, 1.565], [4.343, -0.306, -0.670], [-2.434, -3.446, 4.836], [1.741, 2.621, -5.117], [2.500, -3.530, 3.916], [-0.523, -0.947, 4.336], [-4.609, 5.919, -4.403], [-1.748, 3.529, 4.022], [1.420, 4.901, 3.183], [-1.745, -0.223, 3.287], [1.698, -2.874, -1.971], [3.225, 0.339, 3.411], [-2.679, -7.420, 1.159], [2.236, -3.129, 0.662], [0.848, -4.020, -2.984], [1.197, -2.385, 4.209], [-0.684, -3.551, 4.733], [-2.897, -5.783, -2.212], [-2.604, -2.418, 2.626], [-2.228, -1.086, 4.740], [-1.255, 0.929, -6.458], [1.333, -4.645, 0.497], [-2.572, 1.206, 0.513], [2.683, 2.023, 5.140], [-2.489, -0.248, -0.841], [5.452, 5.414, 6.001], [0.164, -0.040, -6.872], [-5.124, 5.043, -2.170], [-3.569, 3.503, -1.014], [-2.588, 0.384, -4.411], [3.532, 5.714, 2.189], [-3.406, 0.471, -2.180], [4.024, -1.872, -1.480], [2.390, -2.049, 2.961], [-2.523, 5.292, -5.573], [0.959, -1.796, -5.348], [-1.755, -5.329, 1.855]]}

***

(3)
{"formula": "C8H15F6NO4PS", "method": "the ωB97M-V functional and the def2-TZVPD basis", "total_energy_ev": -54655.0419, "fmax_ha_per_bohr": 0.0128, "charge": -1, "homo_energy_ev": -7.9, "species": ["S", "P", "F", "F", "F", "F", "F", "F", "O", "O", "O", "O", "N", "C", "C", "C", "C", "C", "C", "C", "C", "H", "H", "H", "H", "H", "H", "H", "H", "H", "H", "H", "H", "H", "H", "H"], "coordinates": [[3.157, -0.373, 0.148], [-1.356, -3.243, -2.465], [-2.128, -1.904, -3.085], [-1.017, -2.087, -1.291], [-2.788, -4.014, -2.806], [-1.486, -4.250, -1.148], [-1.009, -3.564, -4.057], [0.254, -3.570, -2.352], [2.209, -0.173, -1.117], [3.206, -1.778, 0.379], [4.359, 0.374, -0.073], [0.630, 4.112, 0.485], [-0.491, 2.297, 1.312], [1.102, -0.356, 2.077], [-0.067, -0.803, 1.173], [-1.390, -0.069, 1.380], [-1.468, 1.445, -0.698], [-0.439, 2.532, -1.024], [-1.527, 1.353, 0.853], [-0.030, 3.118, 0.311], [2.280, 0.410, 1.477], [-2.453, 1.753, -1.045], [2.020, 1.430, 1.188], [1.514, -1.216, 2.604], [1.801, 0.701, -1.091], [-1.228, 0.489, -1.164], [-2.151, -0.636, 0.834], [-2.499, 1.721, 1.195], [-0.269, -1.848, 1.404], [-0.816, 3.320, -1.673], [0.694, 0.312, 2.842], [3.085, 0.494, 2.212], [-1.667, -0.096, 2.440], [-0.674, 2.783, 2.179], [0.182, -0.823, 0.112], [0.461, 2.158, -1.517]]}

***

(4)
{"formula": "C32H26Cl2N5O5Rb", "method": "the ωB97M-V functional and the def2-TZVPD basis", "total_energy_ev": -76997.5978, "fmax_ha_per_bohr": 0.0052, "charge": -2, "homo_energy_ev": -1.6, "de_lowest_kj_mol": 0.0, "species": ["Rb", "Cl", "Cl", "O", "O", "O", "O", "O", "N", "N", "N", "N", "N", "C", "C", "C", "C", "C", "C", "C", "C", "C", "C", "C", "C", "C", "C", "C", "C", "C", "C", "C", "C", "C", "C", "C", "C", "C", "C", "C", "C", "C", "C", "C", "C", "H", "H", "H", "H", "H", "H", "H", "H", "H", "H", "H", "H", "H", "H", "H", "H", "H", "H", "H", "H", "H", "H", "H", "H", "H", "H"], "coordinates": [[1.088, 0.671, -1.092], [-4.632, 5.252, 2.457], [-2.845, 0.495, 0.515], [1.201, -1.199, 1.093], [3.594, -2.607, -4.314], [-0.868, 2.714, -0.843], [1.398, -1.188, -3.228], [1.050, 3.816, -1.207], [4.091, 0.299, 0.035], [-0.377, -2.872, 0.781], [-2.970, 3.490, 0.604], [-0.906, -2.163, -0.292], [3.757, -0.944, 0.408], [1.218, -4.282, -1.329], [2.755, -3.143, -3.348], [-3.876, 2.845, 1.418], [-3.308, 4.499, -0.313], [-0.337, -2.286, -1.429], [-3.881, 6.478, -2.197], [-5.685, 1.477, 3.116], [-5.641, 2.860, 3.113], [2.925, -2.217, -5.499], [1.651, -2.378, -2.840], [-0.834, 5.065, -0.417], [-0.147, 3.758, -0.880], [-4.906, 5.729, -1.643], [4.780, -1.803, 0.296], [0.865, -3.033, -1.836], [2.230, -4.498, 4.726], [0.681, -4.350, 2.888], [-2.572, 6.232, -1.800], [5.369, 0.223, -0.316], [1.152, -3.076, 2.568], [-2.258, 5.260, -0.860], [-4.735, 3.520, 2.299], [3.077, -4.380, -2.839], [5.864, -1.085, -0.170], [2.321, -4.964, -1.817], [0.618, -2.304, 1.386], [-4.807, 0.769, 2.310], [2.168, -2.528, 3.344], [1.214, -5.054, 3.955], [-3.927, 1.435, 1.477], [2.703, -3.231, 4.416], [-4.619, 4.741, -0.713], [-6.283, 3.443, 3.759], [-6.381, 0.955, 3.759], [3.497, -2.789, 5.007], [2.773, -1.137, 0.720], [2.527, -1.539, 3.089], [4.650, -2.847, 0.527], [-4.095, 7.247, -2.930], [5.877, 1.105, -0.672], [0.841, -6.046, 4.186], [3.677, -1.768, -6.151], [-4.793, -0.313, 2.309], [2.651, -5.051, 5.558], [2.138, -1.494, -5.280], [2.597, -5.931, -1.414], [3.951, -4.880, -3.245], [-0.810, 5.035, 0.679], [-2.176, 2.936, 0.216], [-5.419, 4.140, -0.297], [-0.220, 5.905, -0.739], [-0.107, -4.765, 2.273], [6.849, -1.456, -0.396], [-5.934, 5.901, -1.941], [2.494, -3.092, -6.004], [-0.795, -1.710, -2.231], [-1.762, 6.816, -2.223], [0.614, -4.711, -0.539]]}

***

(5)
{"formula": "C5H3N3OS", "method": "the ωB97M-V functional and the def2-TZVPD basis", "total_energy_ev": -22582.5537, "fmax_ha_per_bohr": 0.0687, "smiles": "N#C[C@H](N=O)c1nccs1", "homo_energy_ev": [-9.8, -9.8], "de_lowest_kj_mol": 285.3, "species": ["S", "O", "N", "N", "N", "C", "C", "C", "C", "C", "H", "H", "H"], "coordinates": [[1.729, 1.006, -0.033], [-2.304, -0.223, -1.647], [-1.461, 0.624, -1.449], [0.216, -1.051, 0.220], [-3.163, 0.704, 1.517], [0.159, 0.247, 0.159], [-1.110, 0.989, -0.049], [2.489, -0.569, 0.087], [1.470, -1.515, 0.204], [-2.217, 0.867, 0.919], [-0.879, 2.175, -0.035], [1.435, -2.632, 0.072], [3.638, -0.622, 0.036]]}

***

(6)
{"formula": "C36H27N2O3P2RhS2", "method": "the ωB97M-V functional and the def2-TZVPD basis", "total_energy_ev": -90151.6977, "fmax_ha_per_bohr": 0.0505, "homo_energy_ev": -7.9, "de_lowest_kj_mol": 15.1, "species": ["Rh", "S", "S", "P", "P", "O", "O", "O", "N", "N", "C", "C", "C", "C", "C", "C", "C", "C", "C", "C", "C", "C", "C", "C", "C", "C", "C", "C", "C", "C", "C", "C", "C", "C", "C", "C", "C", "C", "C", "C", "C", "C", "C", "C", "C", "C", "H", "H", "H", "H", "H", "H", "H", "H", "H", "H", "H", "H", "H", "H", "H", "H", "H", "H", "H", "H", "H", "H", "H", "H", "H", "H", "H"], "coordinates": [[0.473, -0.271, 1.083], [0.949, -0.660, 3.199], [2.547, 0.504, 0.775], [-0.928, 1.515, 1.447], [0.245, -1.465, -1.823], [-1.293, -1.307, 1.369], [0.493, -0.140, -1.129], [-3.406, -1.329, 2.059], [3.372, 0.232, 5.848], [5.504, 1.669, 2.699], [-3.702, -0.785, -2.335], [2.922, -0.956, -4.811], [-2.385, -0.722, -1.907], [-0.685, -3.649, -0.338], [-0.520, -4.661, 0.597], [1.657, -3.098, -0.132], [1.250, 3.142, 1.963], [0.721, -4.880, 1.172], [-2.008, 4.069, 1.366], [3.187, 0.575, 2.373], [2.654, -3.333, -4.527], [-3.091, -2.464, -3.949], [-2.657, 3.951, -1.341], [2.996, 0.167, 4.763], [1.994, 3.923, 4.110], [0.193, 2.457, 2.560], [1.814, -4.103, 0.805], [0.401, -2.859, -0.698], [0.035, 2.538, 3.939], [2.015, -0.731, -3.787], [-1.775, -2.405, -3.521], [-1.419, -1.532, -2.496], [1.425, -1.809, -3.130], [-1.701, 2.932, 0.623], [-2.644, 5.135, 0.753], [-2.027, 2.876, -0.731], [-4.052, -1.656, -3.356], [2.494, 0.083, 3.425], [-2.151, 0.656, 2.472], [-2.328, -0.786, 1.938], [3.237, -2.256, -5.181], [4.473, 1.180, 2.554], [-2.967, 5.078, -0.598], [1.752, -3.113, -3.497], [0.938, 3.258, 4.711], [2.142, 3.874, 2.730], [-4.452, -0.163, -1.865], [2.704, 4.474, 4.713], [-1.025, -3.032, -3.988], [-3.369, -3.140, -4.747], [-2.096, -0.062, -1.101], [0.815, 3.290, 5.785], [2.910, -4.345, -4.810], [-0.778, 2.028, 4.437], [2.783, -4.277, 1.254], [1.315, -3.952, -2.970], [-1.760, 0.618, 3.488], [-1.666, -3.453, -0.750], [-1.775, 1.999, -1.313], [-5.081, -1.709, -3.690], [1.390, 3.090, 0.890], [0.841, -5.659, 1.913], [-3.131, 1.129, 2.486], [2.514, -2.509, -0.440], [-1.372, -5.257, 0.895], [-3.456, 5.920, -1.070], [-2.900, 3.906, -2.394], [-1.745, 4.127, 2.414], [3.387, -0.120, -5.315], [3.948, -2.432, -5.978], [2.964, 4.389, 2.252], [-2.883, 6.017, 1.331], [1.773, 0.279, -3.480]]}

***

(7)
{"formula": "C3H8O2P", "method": "the ωB97M-V functional and the def2-TZVPD basis", "total_energy_ev": -16623.5284, "fmax_ha_per_bohr": 0.0979, "charge": -1, "homo_energy_ev": -3.3, "de_lowest_kj_mol": 399.0, "species": ["P", "O", "O", "C", "C", "C", "H", "H", "H", "H", "H", "H", "H", "H"], "coordinates": [[-0.135, 0.569, 0.722], [-0.313, -0.546, -1.505], [-0.778, 1.785, 0.348], [-0.521, 0.372, -2.454], [1.357, 0.507, 1.538], [-1.300, -0.687, 1.556], [-2.249, -0.135, 1.600], [-0.981, -1.033, 2.477], [2.175, 1.179, 1.449], [1.644, -0.535, 1.917], [-1.280, -1.435, 0.793], [-1.635, 0.335, -2.820], [-0.200, 1.364, -2.061], [0.039, 0.318, -3.426]]}